Model 1:
DFT (ωB97M-V/def2-TZVPD) results for a single C2H4NP molecule.

Cartesian coordinates (Å):
1 P 0.413 0.182 -1.724
2 C 0.039 -0.288 -0.066
3 N 0.217 -1.089 0.876
4 C -0.904 0.172 1.027
5 H 1.493 -0.501 -2.142
6 H 1.162 1.139 -1.063
7 H -0.597 0.679 1.981
8 H -1.824 -0.295 1.111

Computed properties:
SMILES: PC1=NC1
HOMO energy, eV: -9.81
Lowest unoccupied orbital energy, eV: 1.01
Gap between HOMO and LUMO, eV: 10.8

***

Model 2:
DFT (ωB97M-V/def2-TZVPD) results for a single C2H4NP molecule.

Cartesian coordinates (Å):
1 H -2.312 -1.170 0.810
2 N -1.299 -1.084 0.750
3 C -0.864 -0.081 0.137
4 C 0.703 0.090 0.042
5 P 1.275 1.258 -1.014
6 H 2.642 0.925 -0.935
7 H -1.423 0.740 -0.322
8 H 1.278 -0.678 0.532

Computed properties:
SMILES: [H]/N=C/C=P/[H]
HOMO energy, eV: -9.71
Lowest unoccupied orbital energy, eV: -0.31
Gap between HOMO and LUMO, eV: 9.4

***

Model 3:
DFT (ωB97M-V/def2-TZVPD) results for 2 unconnected molecules or ions with the total composition C2H4NP.

Cartesian coordinates (Å):
1 C 0.647 0.639 1.453
2 P 0.108 1.475 0.173
3 H 1.683 0.255 1.425
4 H -1.357 1.387 0.106
5 H 0.429 1.465 -1.130
6 C -0.482 -1.743 -0.613
7 N -0.372 -0.731 -1.125
8 H -0.657 -2.747 -0.289

Computed properties:
SMILES: C#[PH2].C#N
HOMO energy, eV: -8.50
Lowest unoccupied orbital energy, eV: 0.13
Gap between HOMO and LUMO, eV: 8.6

***

Ordering by calculated energy gives the sequence model 2, model 1, model 3, with the first entry being the most stable.

***

Model 1:
DFT (ωB97M-V/def2-TZVPD) results for a single C2H4NP molecule.

Cartesian coordinates (Å):
1 P -1.674 -0.308 0.248
2 C 0.069 -0.399 0.039
3 N 1.127 -1.272 -0.115
4 C 1.407 0.030 0.485
5 H -2.051 -1.413 -0.541
6 H -1.929 0.410 -0.865
7 H 1.841 0.863 -0.193
8 H 1.752 0.157 1.468

Computed properties:
SMILES: PC1=NC1
HOMO energy, eV: -9.74
Lowest unoccupied orbital energy, eV: 0.39
Gap between HOMO and LUMO, eV: 10.1

***

Model 2:
DFT (ωB97M-V/def2-TZVPD) results for a single C2H4NP molecule.

Cartesian coordinates (Å):
1 C -0.072 0.732 0.097
2 C 0.391 -0.394 -0.756
3 N 1.190 -1.200 0.251
4 P 1.782 0.437 -0.004
5 H -0.328 1.561 -0.468
6 H -0.433 0.655 1.154
7 H 0.031 -0.768 -1.711
8 H 0.876 -1.322 1.207

Computed properties:
SMILES: C1[C@@H]2NP12
HOMO energy, eV: -8.94
Lowest unoccupied orbital energy, eV: 1.03
Gap between HOMO and LUMO, eV: 10.0

***

Model 3:
DFT (ωB97M-V/def2-TZVPD) results for a single C2H4NP molecule.

Cartesian coordinates (Å):
1 C 1.182 0.214 -0.273
2 C -0.440 0.262 0.057
3 P -2.088 -0.394 -0.130
4 N -1.248 0.992 0.650
5 H 1.634 1.208 -0.412
6 H 1.197 -0.493 -1.220
7 H 1.584 -0.636 0.381
8 H -1.822 -1.153 0.947

Computed properties:
SMILES: CC1=[PH]=N1
HOMO energy, eV: -9.35
Lowest unoccupied orbital energy, eV: 0.88
Gap between HOMO and LUMO, eV: 10.2

***

Ordering by calculated energy gives the sequence model 2, model 3, model 1, with the first entry being the most stable.